Entry from OMol25: 3 unconnected molecules or ions with the total composition C3H12N2O2 (ωB97M-V/def2-TZVPD).

Summary:
**2S+1**: 1
**Total charge**: 0
**SMILES**: [H]/N=C/NCC.O.O

Each line ends with the natural charge from an NBO analysis.
Cartesian coordinates (Å):
1 O 1.42 -0.68 1.89  -0.998
2 O -0.38 -2.48 0.79  -0.991
3 N -0.71 0.78 -0.70  -0.655
4 N -0.42 -1.27 -1.79  -0.718
5 C 0.00 2.38 1.04  -0.608
6 C -0.49 0.01 -1.81  0.317
7 C 0.33 1.70 -0.26  -0.210
8 H -0.33 0.54 -2.75  0.145
9 H -0.16 -1.58 -2.73  0.354
10 H -1.34 0.43 0.01  0.392
11 H -0.67 3.21 0.92  0.204
12 H -1.25 -2.54 1.20  0.474
13 H 0.79 -1.30 1.49  0.502
14 H 1.28 1.16 -0.18  0.196
15 H -0.49 1.68 1.72  0.213
16 H -0.45 -2.00 -0.07  0.506
17 H 0.90 2.76 1.52  0.225
18 H 2.25 -1.11 2.13  0.469
19 H 0.53 2.43 -1.05  0.183


Entry from OMol25: 2 unconnected molecules or ions with the total composition C3H12N2O2 in a non-equilibrium geometry (ωB97M-V/def2-TZVPD).

Summary:
**2S+1**: 1
**Total charge**: 0
**SMILES**: NCNCCO.O

Each line ends with the natural charge from an NBO analysis.
Cartesian coordinates (Å):
1 O 0.43 -0.11 2.99  -0.974
2 O -0.30 1.36 0.70  -0.769
3 N 0.11 -0.48 -1.88  -0.625
4 N -1.40 -1.46 -0.03  -0.852
5 C 0.95 0.43 -1.09  -0.252
6 C 0.56 1.75 -0.36  -0.073
7 C -0.37 -1.62 -1.04  -0.065
8 H -1.13 -1.00 0.82  0.379
9 H 1.46 2.22 0.04  0.180
10 H 0.43 0.28 2.09  0.489
11 H -2.26 -1.10 -0.41  0.354
12 H 1.32 -0.35 3.24  0.468
13 H 0.50 -2.11 -0.55  0.182
14 H -0.01 2.37 -1.07  0.167
15 H -0.72 0.05 -2.15  0.347
16 H -0.73 -2.43 -1.69  0.184
17 H -0.75 2.04 1.21  0.492
18 H 1.30 -0.14 -0.20  0.180
19 H 1.93 0.60 -1.56  0.191


Entry from OMol25: 3 unconnected molecules or ions with the total composition C3H12N2O3 in a non-equilibrium geometry (ωB97M-V/def2-TZVPD).

Summary:
**2S+1**: 1
**Total charge**: 0
**SMILES**: CC(=O)NCN.O.O

Each line ends with the natural charge from an NBO analysis.
Cartesian coordinates (Å):
1 O -0.52 0.00 2.05  -0.635
2 O -2.99 -2.11 2.98  -0.944
3 O -1.30 2.41 -6.39  -0.922
4 N 0.31 -1.32 -1.44  -0.834
5 N 1.19 -0.26 0.59  -0.647
6 C 0.59 -1.44 -0.02  -0.074
7 C 0.51 0.43 1.56  0.685
8 C 1.11 1.68 2.13  -0.712
9 H -2.58 -2.21 3.85  0.463
10 H 0.33 2.31 2.51  0.249
11 H 1.31 -2.26 0.09  0.168
12 H -2.29 -1.67 2.48  0.481
13 H 2.19 -0.23 0.55  0.396
14 H 1.85 1.49 2.86  0.237
15 H 1.72 2.23 1.41  0.218
16 H -0.77 2.58 -5.60  0.461
17 H -0.68 -1.17 -1.60  0.368
18 H 0.86 -0.55 -1.77  0.360
19 H -0.63 1.91 -6.88  0.462
20 H -0.19 -1.81 0.64  0.221


Entry from OMol25: 3 unconnected molecules or ions with the total composition C3H12N2O3 in a non-equilibrium geometry (ωB97M-V/def2-TZVPD).

Summary:
**2S+1**: 1
**Total charge**: 0

Each line ends with the natural charge from an NBO analysis.
Cartesian coordinates (Å):
1 O 2.49 -1.16 0.33  -1.137
2 O 1.76 0.88 1.48  -1.043
3 O -2.13 0.88 1.43  -0.435
4 N -2.92 -0.19 -0.61  -0.866
5 N 0.06 0.68 -0.57  -0.320
6 C -0.46 -0.43 0.11  -0.178
7 C 1.11 0.38 -1.49  -0.453
8 C -1.98 -0.09 0.66  0.274
9 H 2.98 -1.98 0.32  0.456
10 H 2.07 0.75 -1.09  0.292
11 H -0.71 -1.13 -0.68  0.245
12 H 0.09 1.56 -0.07  0.429
13 H -3.76 -0.54 -0.16  0.359
14 H 0.88 0.84 -2.47  0.214
15 H 0.17 -0.66 1.00  0.360
16 H 1.25 -0.69 -1.61  0.258
17 H 2.24 1.07 2.30  0.478
18 H -3.18 0.77 -0.83  0.356
19 H 2.21 0.15 0.92  0.514
20 H -2.18 -1.12 1.05  0.198


| no. | DFT total energy (eV) |
| --- | --- |
| 1 | -10380.6748 |
| 2 | -10379.8093 |
| 3 | -12428.3134 |
| 4 | -12420.9111 |